(1)
{"formula": "C8H16N2S", "method": "the ωB97M-V functional and the def2-TZVPD basis", "homo_energy_ev": -7.73, "lumo_energy_ev": 0.89, "multiplicity": 1, "gap_ev": 8.615, "species": ["C", "H", "C", "C", "N", "H", "H", "S", "H", "H", "H", "H", "H", "C", "H", "H", "N", "H", "C", "C", "C", "H", "H", "H", "H", "C", "H"], "coordinates": [[-0.65, -0.18, 1.33], [-2.97, -0.42, 0.84], [1.62, -1.89, -1.02], [0.11, 0.52, 2.48], [2.22, -0.76, -1.02], [-1.78, 2.23, 1.16], [2.06, 2.49, -1.72], [1.50, 0.84, -0.37], [-2.41, 0.51, 2.40], [-0.63, -1.36, 1.18], [-1.53, 0.71, -1.39], [0.64, -0.16, 3.15], [-3.22, 1.91, 0.16], [-2.17, 1.49, 0.48], [-0.60, 2.07, -1.00], [1.36, -3.50, -2.60], [-0.10, 0.35, 0.00], [1.98, -4.00, -1.20], [-1.12, 1.21, -0.57], [-2.17, 0.26, 1.29], [2.04, -3.09, -1.86], [0.70, 1.29, 2.03], [3.05, -2.92, -2.20], [-0.62, 1.05, 3.15], [0.80, 1.60, -2.63], [1.17, 1.86, -1.66], [0.72, -2.10, -0.42]]}


(2)
{"formula": "C22H47FN2Nb", "method": "the ωB97M-V functional and the def2-TZVPD basis", "homo_energy_ev": -4.31, "lumo_energy_ev": 2.36, "multiplicity": 1, "charge": -1, "gap_ev": 6.673, "species": ["H", "H", "H", "H", "H", "H", "C", "C", "H", "H", "H", "H", "H", "H", "H", "H", "H", "H", "H", "C", "H", "H", "H", "H", "C", "C", "H", "H", "H", "H", "H", "C", "C", "H", "C", "H", "H", "Nb", "H", "C", "C", "H", "N", "H", "C", "H", "N", "C", "H", "H", "F", "H", "H", "C", "H", "C", "H", "C", "H", "C", "H", "H", "H", "H", "H", "H", "C", "H", "C", "C", "C", "C", "C"], "coordinates": [[6.96, 7.34, 1.30], [2.89, -1.39, -4.96], [-0.47, 0.03, -3.59], [3.45, 4.34, 1.26], [6.03, 8.01, -0.05], [2.62, 6.80, -1.19], [2.33, 0.55, -3.96], [-3.70, 0.89, -2.68], [-4.59, -2.48, -1.78], [-1.11, -4.28, 2.78], [6.03, 5.51, -0.09], [0.09, 2.49, -4.44], [4.34, 7.34, -2.99], [0.94, 0.55, -1.44], [1.43, 2.89, -2.30], [3.88, 7.89, -0.75], [-2.02, -6.60, 2.84], [-2.17, -2.27, 0.94], [-1.91, 3.09, -2.43], [-2.77, -1.46, -1.05], [-5.41, -0.45, -3.20], [-5.32, -7.15, 3.27], [5.33, 7.98, 1.58], [5.01, 3.58, -0.67], [-2.20, -2.58, -0.14], [5.95, 7.43, 0.87], [0.14, -5.44, 3.20], [-1.38, -6.81, 4.47], [-3.08, -3.63, 3.69], [-1.03, -0.17, -0.57], [-4.95, -8.48, 4.37], [3.37, 4.72, 0.23], [-2.00, -0.21, -1.14], [-2.70, -3.58, -0.27], [1.98, -0.91, -4.48], [-4.37, -3.80, 1.73], [-4.06, 1.76, -3.28], [0.47, 1.48, -2.96], [-5.05, -5.36, 2.16], [-0.79, -4.99, 3.55], [-3.73, -4.50, 3.67], [-3.36, -7.23, 5.61], [3.99, 6.04, 0.19], [-1.12, -2.73, -0.43], [-4.14, -4.76, 2.22], [-1.30, 2.40, -0.82], [-3.06, -5.58, 4.39], [3.70, 6.84, -0.99], [3.07, 0.39, -3.13], [3.53, 2.67, -0.42], [0.97, -0.90, -5.49], [-4.75, -6.20, 5.45], [5.52, 6.36, -2.12], [-1.48, 2.19, -1.92], [-3.36, -5.24, 1.64], [4.45, 6.51, -2.28], [5.45, 5.49, 1.57], [-2.45, 0.96, -1.93], [3.62, 3.82, -1.74], [-4.01, -1.52, -1.82], [-3.77, -8.00, 3.16], [2.30, 4.82, 0.05], [-4.61, -4.19, 4.24], [4.04, 5.62, -2.77], [1.64, -1.58, -3.64], [-0.57, -4.44, 4.47], [-4.46, -0.37, -2.60], [2.70, 1.17, -4.81], [5.38, 6.04, 0.62], [3.92, 3.65, -0.71], [-4.52, -7.61, 3.85], [-3.93, -6.65, 4.88], [-1.83, -6.08, 3.79]]}


(3)
{"formula": "C4H7NO2", "method": "the ωB97M-V functional and the def2-TZVPD basis", "smiles": "COCC=C=NO", "homo_energy_ev": -9.42, "lumo_energy_ev": 0.64, "multiplicity": 1, "gap_ev": 10.051, "species": ["C", "O", "H", "N", "H", "C", "O", "H", "H", "H", "C", "C", "H", "H"], "coordinates": [[-1.03, -0.18, 0.80], [-1.09, 0.27, -1.53], [-2.28, 1.25, -0.21], [1.01, -0.39, 2.25], [0.92, 0.82, -1.64], [0.24, -0.02, -1.88], [2.23, -0.97, 1.95], [0.19, -0.14, -2.97], [-0.58, 1.73, -0.14], [0.68, -0.93, -1.44], [-1.25, 0.86, -0.26], [0.12, -0.37, 1.39], [-1.77, -0.98, 0.84], [2.63, -0.95, 2.83]]}


(4)
{"formula": "C28H22Br2F4O6PPdSeTe", "method": "the ωB97M-V functional and the def2-TZVPD basis", "homo_energy_ev": -5.24, "lumo_energy_ev": 1.66, "multiplicity": 1, "charge": -1, "gap_ev": 6.906, "species": ["H", "Br", "H", "H", "H", "H", "C", "C", "H", "F", "H", "C", "C", "C", "C", "H", "C", "C", "C", "C", "P", "H", "C", "F", "H", "C", "H", "H", "C", "C", "C", "C", "O", "Br", "H", "C", "H", "H", "Te", "C", "C", "H", "O", "C", "H", "H", "Pd", "H", "C", "F", "O", "Se", "H", "O", "F", "C", "O", "H", "C", "C", "C", "C", "O", "C", "C", "H"], "coordinates": [[2.20, 2.51, -0.80], [0.50, 0.93, 3.65], [2.34, -2.43, 0.69], [5.52, 1.60, -1.21], [-1.34, -1.53, 2.21], [-4.81, -1.15, -0.27], [-5.09, -2.17, 1.58], [3.51, 1.47, 1.51], [-5.29, 3.17, -3.28], [-2.49, -4.43, -3.44], [8.07, 0.19, 0.61], [-0.46, -3.28, -3.63], [-4.13, 1.38, -0.65], [-1.36, -1.45, -1.69], [5.46, 0.10, 1.80], [-6.14, -2.34, 1.40], [0.32, -2.20, -3.26], [-3.01, 0.80, -1.24], [3.98, 1.84, 0.25], [-4.33, -1.50, 0.63], [-1.91, -0.30, -0.30], [-2.68, -2.73, 3.89], [-0.12, -1.30, -2.32], [1.51, -2.06, -3.87], [-3.25, 2.22, -4.31], [-4.50, -2.62, 2.75], [-4.33, 1.21, 0.39], [4.67, -0.33, 4.20], [-2.14, -2.51, -2.13], [4.27, 0.60, 2.31], [5.18, 1.31, -0.23], [-1.70, -3.42, -3.07], [-0.66, 3.12, -0.43], [0.99, 0.20, -2.05], [3.17, 3.82, -0.15], [5.93, 0.43, 0.53], [7.21, -1.24, 0.04], [2.99, -0.47, 3.65], [1.67, 2.45, 1.98], [-3.15, -2.39, 2.97], [-2.39, -1.71, 2.03], [6.04, -0.59, 2.41], [-1.94, 1.58, 1.35], [-2.70, 1.12, -2.57], [-5.81, 2.67, -0.91], [7.40, 0.16, -1.02], [-0.23, 0.53, 1.03], [-5.09, -3.15, 3.49], [-4.96, 2.21, -1.39], [-0.02, -4.15, -4.54], [0.40, -2.60, 0.21], [-1.59, 3.24, 0.91], [-1.80, 0.73, -3.03], [-2.99, 4.01, 0.68], [-3.38, -2.72, -1.69], [7.22, -0.15, 0.01], [1.41, -0.71, 0.93], [3.57, 1.05, 4.30], [3.86, 0.19, 3.69], [1.35, -1.95, 0.61], [-3.52, 1.97, -3.30], [-2.97, -1.27, 0.84], [-0.73, 3.78, 2.18], [-4.66, 2.50, -2.71], [3.23, 2.83, -0.62], [3.73, 2.96, -1.58]]}


(5)
{"formula": "C21H18ClF3MnN2O3S", "method": "the ωB97M-V functional and the def2-TZVPD basis", "homo_energy_ev": [-11.42, -11.42], "lumo_energy_ev": [-6.18, -3.65], "multiplicity": 5, "charge": 1, "gap_ev": [5.233, 7.769], "species": ["C", "C", "H", "F", "C", "N", "S", "H", "H", "C", "O", "H", "O", "H", "C", "H", "H", "H", "N", "O", "C", "H", "H", "C", "H", "H", "C", "F", "C", "Mn", "C", "C", "H", "C", "F", "C", "H", "H", "C", "C", "C", "C", "H", "C", "H", "C", "C", "C", "H", "Cl"], "coordinates": [[-3.79, -1.56, -2.49], [-0.60, 0.71, 3.37], [2.02, -0.29, -3.89], [-2.71, -3.60, 2.55], [-4.77, 0.43, -3.46], [2.37, -0.23, 0.37], [-0.31, -2.20, 0.87], [3.32, -1.22, -3.17], [-4.09, 2.29, -2.63], [-1.79, -3.36, 3.50], [-2.59, 2.67, -0.63], [2.11, -0.79, 2.34], [-1.22, 0.96, -0.31], [5.24, -0.09, -1.34], [-3.03, -0.77, -1.66], [-2.13, -1.47, 5.43], [-5.45, 0.88, -4.17], [4.52, -1.22, 2.74], [-0.33, -0.11, 2.35], [0.23, -1.11, -1.85], [-4.65, -0.95, -3.39], [3.35, 1.15, -2.42], [6.12, -0.88, 0.85], [2.65, 0.45, -1.96], [1.11, -2.44, -3.17], [1.84, -2.29, -1.57], [2.39, -0.70, -2.94], [-0.74, -4.16, 3.23], [1.41, -1.73, -2.40], [0.25, -0.08, 0.12], [-2.32, 1.52, -0.83], [5.06, -0.70, 0.72], [-0.36, -0.77, -2.54], [-0.71, -1.38, 2.39], [-2.30, -3.72, 4.67], [2.84, -0.65, 1.56], [1.74, 1.02, -1.79], [-3.74, -2.64, -2.44], [-3.12, 0.62, -1.71], [-1.37, -1.92, 3.49], [-4.01, 1.21, -2.61], [4.58, -0.26, -0.50], [-2.37, -1.24, -0.94], [3.22, -0.03, -0.65], [-0.30, 1.74, 3.25], [4.18, -0.89, 1.77], [-1.24, 0.26, 4.50], [-1.62, -1.08, 4.56], [-1.45, 0.93, 5.32], [-5.60, -1.94, -4.46]]}


(6)
{"formula": "C9H13N2OS", "method": "the ωB97M-V functional and the def2-TZVPD basis", "homo_energy_ev": -12.58, "lumo_energy_ev": -4.96, "multiplicity": 1, "charge": 1, "gap_ev": 7.617, "species": ["C", "C", "H", "H", "C", "N", "N", "O", "C", "H", "H", "H", "C", "H", "H", "C", "S", "C", "H", "H", "H", "H", "C", "C", "H", "H"], "coordinates": [[-0.71, 3.59, -0.54], [-0.61, 1.65, 0.66], [2.31, 0.73, 1.35], [-0.83, 4.62, -0.75], [-0.28, -1.33, 0.88], [1.50, 0.20, 1.56], [-0.93, -1.16, -0.43], [-0.87, -1.85, 1.77], [1.19, -1.03, 0.86], [-0.87, -2.62, -1.94], [-1.38, -3.05, -0.12], [1.70, -1.78, 1.44], [-0.83, 1.17, -0.67], [1.42, 0.12, 2.56], [-2.59, -2.39, -1.26], [-0.51, 3.04, 0.67], [-0.82, 2.46, -1.84], [-1.05, -0.11, -1.11], [-0.67, 1.04, 1.64], [-1.34, -0.41, -2.18], [2.78, -1.59, -0.31], [2.04, -0.09, -0.80], [1.87, -1.08, -0.53], [-1.51, -2.40, -0.99], [-0.39, 3.72, 1.42], [1.38, -1.45, -1.35]]}


> What is the formula in the third record?

C4H7NO2


Repeat the first record exactly.
{"formula": "C8H16N2S", "method": "the ωB97M-V functional and the def2-TZVPD basis", "homo_energy_ev": -7.73, "lumo_energy_ev": 0.89, "multiplicity": 1, "gap_ev": 8.615, "species": ["C", "H", "C", "C", "N", "H", "H", "S", "H", "H", "H", "H", "H", "C", "H", "H", "N", "H", "C", "C", "C", "H", "H", "H", "H", "C", "H"], "coordinates": [[-0.65, -0.18, 1.33], [-2.97, -0.42, 0.84], [1.62, -1.89, -1.02], [0.11, 0.52, 2.48], [2.22, -0.76, -1.02], [-1.78, 2.23, 1.16], [2.06, 2.49, -1.72], [1.50, 0.84, -0.37], [-2.41, 0.51, 2.40], [-0.63, -1.36, 1.18], [-1.53, 0.71, -1.39], [0.64, -0.16, 3.15], [-3.22, 1.91, 0.16], [-2.17, 1.49, 0.48], [-0.60, 2.07, -1.00], [1.36, -3.50, -2.60], [-0.10, 0.35, 0.00], [1.98, -4.00, -1.20], [-1.12, 1.21, -0.57], [-2.17, 0.26, 1.29], [2.04, -3.09, -1.86], [0.70, 1.29, 2.03], [3.05, -2.92, -2.20], [-0.62, 1.05, 3.15], [0.80, 1.60, -2.63], [1.17, 1.86, -1.66], [0.72, -2.10, -0.42]]}